# 1
Here is a cluster of 5 separate species, C37H80N5O11S2 in total from the Open Molecules 2025 dataset. Energies are from ωB97M-V/def2-TZVPD.

Results
**Orbital gap**: 9.4 eV
**Charge**: +1
**E_LUMO**: -1.424 eV
**DFT total energy**: -3355.36270 Ha
**M**: 835.2 g mol⁻¹
**Maximum force**: 0.42 eV Å⁻¹

Last columns: bonded neighbours and bond lengths (Å).
Cartesian coordinates (Å):
1 C 0.239 2.450 3.080  C2 1.527, H36 1.090, H37 1.092, H38 1.089
2 C -0.177 1.999 1.681  C1 1.527, O3 1.436, H39 1.093, H40 1.087
3 O 1.014 1.764 0.914  C2 1.436, C4 1.439
4 C 1.015 0.867 -0.211  O3 1.439, C5 1.526, C9 1.530, C22 1.588
5 C -0.339 0.795 -0.912  C4 1.526, C6 1.538, H41 1.094, H42 1.082
6 C -0.827 2.120 -1.521  C5 1.538, C7 1.535, H43 1.092, H44 1.091
7 C -0.639 2.184 -3.042  C6 1.535, S8 1.816, H45 1.092, H46 1.091
8 S -0.103 3.780 -3.721  C7 1.816, H47 1.339
9 C 2.031 1.498 -1.165  C4 1.530, C10 1.539, H48 1.088, H49 1.090
10 C 3.526 1.450 -0.802  C9 1.539, C11 1.540, C16 1.548, N19 1.531
11 C 3.995 2.875 -0.452  C10 1.540, C12 1.540, H50 1.095, H51 1.089
12 C 5.489 3.130 -0.177  C11 1.540, C13 1.554, H52 1.093, H53 1.091
13 C 6.022 3.000 1.277  C12 1.554, C14 1.534, C15 1.551, H54 1.091
14 C 4.995 3.379 2.352  C13 1.534, H55 1.090, H56 1.091, H57 1.099
15 C 6.679 1.629 1.580  C13 1.551, H58 1.093, H59 1.093, H60 1.089
16 C 4.356 0.865 -1.971  C10 1.548, O17 1.400, H61 1.097, H62 1.093
17 O 4.661 1.861 -2.907  C16 1.400, C18 1.421
18 C 3.871 1.863 -4.087  O17 1.421, H63 1.095, H64 1.094, H65 1.087
19 N 3.800 0.591 0.435  C10 1.531, C20 1.522, H66 1.021, H67 1.020
20 C 2.740 -0.267 1.110  N19 1.522, O21 1.399, C22 1.531, H68 1.085
21 O 3.463 -1.357 1.607  C20 1.399, H69 0.973
22 C 1.518 -0.570 0.239  C4 1.588, C20 1.531, C23 1.553, C31 1.561
23 C 0.505 -1.195 1.236  C22 1.553, C24 1.525, H70 1.092, H71 1.091
24 C 0.670 -2.666 1.602  C23 1.525, C25 1.524, H72 1.088, H73 1.090
25 C -0.391 -3.102 2.606  C24 1.524, C26 1.531, H74 1.093, H75 1.087
26 C -0.293 -2.313 3.914  C25 1.531, S27 1.783, H76 1.089, H77 1.091
27 S 1.369 -2.367 4.558  C26 1.783, O28 1.434, O29 1.441, O30 1.588
28 O 1.923 -3.680 4.402  S27 1.434
29 O 2.095 -1.229 4.053  S27 1.441
30 O 1.162 -2.112 6.112  S27 1.588, H78 0.973
31 C 1.724 -1.476 -1.015  C22 1.561, C32 1.544, H79 1.090, H80 1.092
32 C 3.061 -2.213 -1.245  C31 1.544, C33 1.524, H81 1.087, H82 1.094
33 C 3.143 -3.628 -0.686  C32 1.524, O34 1.417, H83 1.089, H84 1.096
34 O 4.505 -4.019 -0.655  C33 1.417, C35 1.412
35 C 4.906 -4.627 0.555  O34 1.412, H85 1.096, H86 1.095, H87 1.089
36 H -0.204 1.823 3.854  C1 1.090
37 H 1.323 2.369 3.180  C1 1.092
38 H -0.033 3.487 3.271  C1 1.089
39 H -0.766 2.774 1.184  C2 1.093
40 H -0.794 1.105 1.729  C2 1.087
41 H -0.293 0.044 -1.707  C5 1.094
42 H -1.086 0.421 -0.224  C5 1.082
43 H -0.324 2.967 -1.049  C6 1.092
44 H -1.890 2.226 -1.296  C6 1.091
45 H -1.590 2.019 -3.554  C7 1.092
46 H 0.062 1.421 -3.386  C7 1.091
47 H 0.523 4.324 -2.670  S8 1.339
48 H 1.885 1.086 -2.162  C9 1.088
49 H 1.754 2.550 -1.229  C9 1.090
50 H 3.371 3.191 0.390  C11 1.095
51 H 3.698 3.496 -1.296  C11 1.089
52 H 6.109 2.506 -0.827  C12 1.093
53 H 5.684 4.150 -0.510  C12 1.091
54 H 6.829 3.730 1.356  C13 1.091
55 H 5.501 3.639 3.282  C14 1.090
56 H 4.364 4.217 2.052  C14 1.091
57 H 4.324 2.547 2.608  C14 1.099
58 H 6.301 1.179 2.502  C15 1.093
59 H 6.530 0.912 0.769  C15 1.093
60 H 7.760 1.723 1.673  C15 1.089
61 H 5.306 0.462 -1.600  C16 1.097
62 H 3.798 0.054 -2.446  C16 1.093
63 H 2.863 2.251 -3.906  C18 1.095
64 H 3.813 0.859 -4.517  C18 1.094
65 H 4.366 2.520 -4.798  C18 1.087
66 H 4.579 -0.044 0.252  N19 1.021
67 H 4.143 1.221 1.160  N19 1.020
68 H 2.389 0.327 1.947  C20 1.085
69 H 3.235 -1.459 2.548  O21 0.973
70 H 0.593 -0.599 2.147  C23 1.092
71 H -0.517 -1.075 0.876  C23 1.091
72 H 0.578 -3.305 0.726  C24 1.088
73 H 1.641 -2.869 2.053  C24 1.090
74 H -1.387 -2.917 2.196  C25 1.093
75 H -0.298 -4.169 2.791  C25 1.087
76 H -0.964 -2.663 4.698  C26 1.089
77 H -0.503 -1.255 3.753  C26 1.091
78 H 1.255 -2.960 6.580  O30 0.973
79 H 1.519 -0.896 -1.915  C31 1.090
80 H 0.935 -2.231 -1.000  C31 1.092
81 H 3.927 -1.685 -0.854  C32 1.087
82 H 3.230 -2.275 -2.324  C32 1.094
83 H 2.714 -3.684 0.313  C33 1.089
84 H 2.603 -4.314 -1.348  C33 1.096
85 H 4.525 -5.651 0.638  C35 1.096
86 H 4.569 -4.044 1.419  C35 1.095
87 H 5.994 -4.661 0.558  C35 1.089
88 C -3.948 -1.120 0.204  O89 1.227, N90 1.340, H93 1.096
89 O -2.841 -0.619 0.369  C88 1.227
90 N -4.649 -1.006 -0.932  C88 1.340, C91 1.451, C92 1.454
91 C -5.968 -1.594 -1.072  N90 1.451, H94 1.091, H95 1.091, H96 1.088
92 C -4.074 -0.266 -2.044  N90 1.454, H97 1.091, H98 1.091, H99 1.087
93 H -4.465 -1.683 0.990  C88 1.096
94 H -5.982 -2.324 -1.883  C91 1.091
95 H -6.713 -0.825 -1.283  C91 1.091
96 H -6.238 -2.089 -0.142  C91 1.088
97 H -3.134 -0.720 -2.361  C92 1.091
98 H -3.871 0.768 -1.760  C92 1.091
99 H -4.773 -0.271 -2.876  C92 1.087
100 C -3.267 4.041 -5.351  O101 1.222, N102 1.343, H105 1.099
101 O -3.653 2.930 -5.022  C100 1.222
102 N -3.989 4.913 -6.074  C100 1.343, C103 1.448, C104 1.453
103 C -3.478 6.219 -6.431  N102 1.448, H106 1.092, H107 1.092, H108 1.089
104 C -5.320 4.523 -6.508  N102 1.453, H109 1.090, H110 1.090, H111 1.087
105 H -2.274 4.417 -5.063  C100 1.099
106 H -4.111 7.011 -6.025  C103 1.092
107 H -3.429 6.336 -7.516  C103 1.092
108 H -2.475 6.335 -6.025  C103 1.089
109 H -5.955 4.300 -5.650  C104 1.090
110 H -5.275 3.630 -7.132  C104 1.090
111 H -5.758 5.339 -7.078  C104 1.087
112 C -5.877 0.793 2.124  O113 1.219, N114 1.343, H117 1.105
113 O -5.895 -0.370 2.490  C112 1.219
114 N -6.316 1.829 2.856  C112 1.343, C115 1.448, C116 1.454
115 C -6.274 3.191 2.367  N114 1.448, H118 1.092, H119 1.091, H120 1.089
116 C -6.853 1.561 4.181  N114 1.454, H121 1.090, H122 1.090, H123 1.087
117 H -5.494 1.093 1.132  C112 1.105
118 H -5.659 3.818 3.015  C115 1.092
119 H -7.277 3.619 2.321  C115 1.091
120 H -5.847 3.202 1.366  C115 1.089
121 H -6.101 1.087 4.812  C116 1.090
122 H -7.710 0.891 4.120  C116 1.090
123 H -7.162 2.501 4.632  C116 1.087
124 C -1.190 -6.489 0.224  O125 1.220, N126 1.343, H129 1.102
125 O -0.818 -5.344 0.420  C124 1.220
126 N -1.884 -7.226 1.107  C124 1.343, C127 1.450, C128 1.452
127 C -2.308 -8.581 0.814  N126 1.450, H130 1.091, H131 1.091, H132 1.088
128 C -2.215 -6.641 2.394  N126 1.452, H133 1.091, H134 1.091, H135 1.087
129 H -0.983 -7.021 -0.719  C124 1.102
130 H -3.396 -8.664 0.854  C127 1.091
131 H -1.878 -9.285 1.528  C127 1.091
132 H -1.977 -8.855 -0.185  C127 1.088
133 H -2.813 -5.738 2.265  C128 1.091
134 H -1.308 -6.374 2.939  C128 1.091
135 H -2.779 -7.366 2.975  C128 1.087

***

# 2
Here is the molecule C3H4N2O2 in a non-equilibrium geometry from the Open Molecules 2025 dataset. Energies are from ωB97M-V/def2-TZVPD.

Results
**Energy relative to the best compared isomer or geometry (same formula, charge and spin)**: 57.3 kcal/mol
**Orbital gap**: 11.3 eV
**E_LUMO**: 0.761 eV
**DFT total energy**: -376.67241 Ha
**M**: 100.1 g mol⁻¹
**SMILES**: OCc1nnco1
**Maximum force**: 1.07 eV Å⁻¹

Last columns: bonded neighbours and bond lengths (Å).
Cartesian coordinates (Å):
1 O -2.271 -0.593 -0.217  C2 1.409, H8 0.957
2 C -1.397 0.473 0.076  O1 1.409, C3 1.521, H9 1.113, H10 1.106
3 C 0.050 0.017 -0.039  C2 1.521, N4 1.288, O7 1.352
4 N 0.463 -1.203 -0.011  C3 1.288, N5 1.383
5 N 1.845 -1.138 -0.020  N4 1.383, C6 1.295
6 C 2.146 0.120 -0.089  N5 1.295, O7 1.357, H11 1.078
7 O 1.051 0.922 -0.107  C3 1.352, C6 1.357
8 H -1.887 -1.381 0.167  O1 0.957
9 H -1.575 1.284 -0.664  C2 1.113
10 H -1.547 0.927 1.073  C2 1.106
11 H 3.121 0.571 -0.168  C6 1.078